Record 1
This record from OMol25 describes C27H36BrN9O4Tm as an isolated structure in a non-equilibrium geometry. The level of theory is ωB97M-V with the def2-TZVPD basis set.

Max |F|   3.7 eV/Å
Total charge   +1
Expectation value of S²   2.002
M   799.48 g mol⁻¹
LUMO level (alpha / beta)   -3.21 / -3.21 eV
2S+1   3

Geometry as XYZ:
```
78
C27H36BrN9O4Tm, DFT ωB97M-V with the def2-TZVPD basis set
Tm -9.3281 12.8540 -7.9942
O -7.3032 18.0337 -8.6771
C -7.3799 17.5883 -9.9552
C -6.7885 18.3316 -10.9589
C -6.7632 17.9081 -12.2931
C -7.2168 16.6655 -12.5717
C -7.7640 15.8509 -11.5361
C -7.9094 16.3190 -10.2332
C -8.4167 15.4741 -9.0840
O -9.0250 14.3198 -9.5200
N -9.3662 16.2016 -8.2000
N -9.8634 15.3576 -7.1892
C -10.4859 15.8843 -6.2187
C -10.9735 15.1219 -5.0746
Br -11.7177 13.4203 -5.5177
C -10.9578 15.6016 -3.8057
C -10.3028 16.8827 -3.4197
C -11.0405 17.6216 -2.4624
C -10.6084 18.8538 -2.0503
C -9.4119 19.3756 -2.5528
C -8.6632 18.6290 -3.4602
C -9.0941 17.3957 -3.9039
H -8.0427 17.6172 -8.1807
H -6.3058 19.2556 -10.7269
H -6.3521 18.6118 -13.0529
H -7.0688 16.1959 -13.5066
H -8.0976 14.8374 -11.7104
H -7.5232 15.3121 -8.3912
H -10.0996 16.5812 -8.7693
H -10.5887 16.9680 -6.1766
H -11.4700 15.0501 -3.0365
H -11.9529 17.1211 -2.0951
H -11.1645 19.4760 -1.3839
H -8.9874 20.3067 -2.1687
H -7.7519 19.1230 -3.7470
H -8.5475 16.9067 -4.6092
N -10.5915 10.7513 -7.7124
C -11.9405 10.7702 -8.2779
C -12.0190 11.6559 -9.5275
N -11.5518 13.0276 -9.1588
H -10.0050 9.9845 -7.9620
H -10.6328 10.6020 -6.6970
H -12.6692 11.0266 -7.5748
H -12.1951 9.7185 -8.6304
H -13.0506 11.7398 -9.9081
H -11.3027 11.2658 -10.2197
H -12.2914 13.5442 -8.6592
H -11.1709 13.5394 -9.9484
C -7.5739 9.2985 -6.1669
N -6.8169 10.4457 -5.7106
C -5.4648 10.5771 -6.2256
C -7.4770 11.6419 -5.4473
O -8.5926 11.9282 -6.0042
N -6.9850 12.4752 -4.5636
C -7.5300 13.8637 -4.5225
C -6.1293 12.0524 -3.5006
H -7.1180 8.3660 -5.8344
H -7.7110 9.2349 -7.2492
H -8.5741 9.2713 -5.6747
H -5.4089 10.2324 -7.2833
H -4.8132 10.0202 -5.5862
H -5.2534 11.6529 -6.2407
H -8.6089 13.8592 -4.4888
H -7.3083 14.4058 -5.4675
H -7.0422 14.3930 -3.6905
H -5.2520 12.7066 -3.3787
H -5.8092 11.0120 -3.6369
H -6.7474 12.1862 -2.6132
N -5.1460 13.6957 -8.7899
C -6.3018 13.0244 -8.9198
O -7.1070 13.0005 -7.8973
C -6.5318 12.3108 -10.1306
C -5.4737 12.1895 -11.0208
N -4.5283 12.2404 -11.6710
C -7.8090 11.7340 -10.1746
N -8.8505 11.3094 -9.8913
H -4.8809 14.1392 -7.9297
H -4.5014 13.7285 -9.5555
```

Record 2
This record from OMol25 describes a 2-piece molecular cluster, C4H8NO3PS overall in a non-equilibrium geometry. The level of theory is ωB97M-V with the def2-TZVPD basis set.

Max |F|   3.2 eV/Å
Total charge   -2
M   181.15 g mol⁻¹
Relative energy (zero: lowest compared OMol25 entry of this formula, charge and spin)   0.00 kcal/mol
LUMO level   5.69 eV

Geometry as XYZ:
```
18
C4H8NO3PS, DFT ωB97M-V with the def2-TZVPD basis set
C 1.0441 0.6667 -1.5261
C 0.0144 -1.3060 -0.3353
C -1.2765 -0.3049 -2.0539
C 0.8011 1.3140 1.3424
N 0.0263 -0.5097 -1.5410
O 1.6753 -0.7896 3.1316
O 0.4795 1.7098 -2.0067
O -0.8652 -0.3760 2.8712
P 0.5420 0.0086 2.5643
S 0.7605 2.2171 2.9630
H 1.0572 -1.3318 0.1219
H -0.6545 -0.9514 0.4897
H -0.3042 -2.2319 -0.7431
H -1.6899 -1.2743 -2.4123
H -1.9698 -0.0126 -1.3245
H -1.2957 0.1856 -2.9620
H -0.1220 1.6126 0.6677
H 1.7773 1.3738 0.7530
```

Record 3
This record from OMol25 describes a 2-piece molecular cluster, C42H50N3OSi overall in a non-equilibrium geometry. The level of theory is ωB97M-V with the def2-TZVPD basis set.

Max |F|   2.8 eV/Å
Total charge   +1
M   640.97 g mol⁻¹
LUMO level   -4.43 eV

Geometry as XYZ:
```
97
C42H50N3OSi, DFT ωB97M-V with the def2-TZVPD basis set
C 2.0618 2.5674 -0.7943
Si 0.8718 2.8427 0.6125
C 1.6702 3.9123 1.9127
C -0.7516 3.5377 0.0258
O 0.5812 1.3078 1.1696
C 0.1956 0.7441 2.4022
C 1.4314 0.5960 3.3322
C 2.7304 0.8450 2.8846
C 3.8267 0.6424 3.7332
C 3.6292 0.1952 5.0373
C 2.3274 0.0661 5.5320
C 1.2343 0.2456 4.6817
C -0.8776 1.6772 3.0683
C -0.4967 2.6265 4.0293
C -1.4190 3.5635 4.5222
C -2.7434 3.5511 4.0843
C -3.1292 2.6190 3.1167
C -2.1983 1.7047 2.5927
C -0.3704 -0.6822 2.0487
C 0.1274 -1.8880 2.8481
C -0.3692 -3.0846 2.0311
C -0.8183 -2.5102 0.6732
N -0.3102 -1.1524 0.6915
H 2.2371 3.5178 -1.3196
H 3.0282 2.1928 -0.4298
H 1.6566 1.8419 -1.5127
H 2.2102 4.7170 1.3904
H 0.9349 4.3747 2.5837
H 2.3954 3.3589 2.5253
H -0.5658 4.4582 -0.5498
H -1.2669 2.8224 -0.6308
H -1.4227 3.7937 0.8581
H 2.8943 1.2056 1.8646
H 4.8271 0.8303 3.3399
H 4.4893 -0.0161 5.6818
H 2.1559 -0.1705 6.5821
H 0.2179 0.1367 5.0757
H 0.5344 2.6546 4.3988
H -1.0869 4.2916 5.2666
H -3.4543 4.2835 4.4798
H -4.1640 2.6225 2.7619
H -2.4946 1.0287 1.7873
H -1.4366 -0.6259 2.3203
H 1.2270 -1.9040 2.9111
H -0.2698 -1.8614 3.8729
H 0.4164 -3.8506 1.9146
H -1.2370 -3.5440 2.5291
H -0.4440 -3.0807 -0.1876
H -1.9271 -2.5162 0.6148
H -0.6042 -0.5277 -0.0491
C 3.1535 -6.3684 -0.9337
N 2.4940 -5.0954 -1.1978
C 1.5552 -4.9025 -2.1573
C 1.1722 -3.5268 -2.1863
C 0.1534 -3.0437 -3.0023
C -0.5787 -1.8127 -3.1573
C -1.7122 -1.5099 -2.3589
C -2.4204 -0.3255 -2.5260
C -2.1973 0.4837 -3.6796
N -2.9260 1.6259 -3.8915
C -4.0873 1.9158 -3.0625
C -3.8534 1.5316 -1.6125
C -3.4458 0.0652 -1.5072
C -2.9649 2.2577 -5.2035
C -1.6180 2.1996 -5.9015
C -1.0617 0.7750 -5.9270
C -1.1961 0.0730 -4.6121
C -0.3813 -1.0056 -4.3103
C 2.0399 -2.8634 -1.2042
C 2.1875 -1.5547 -0.7792
C 2.9325 -1.3069 0.3752
C 3.5775 -2.3356 1.0774
C 3.5965 -3.6381 0.5394
C 2.8071 -3.8684 -0.5793
H 3.4696 -6.4175 0.1141
H 2.4479 -7.1821 -1.1454
H 4.0367 -6.4984 -1.5830
H 1.1814 -5.7306 -2.7562
H -0.0655 -3.7749 -3.8101
H -2.0569 -2.2458 -1.6266
H -4.3080 2.9875 -3.1406
H -4.9652 1.3751 -3.4583
H -3.0729 2.1697 -1.1812
H -4.7683 1.7013 -1.0375
H -4.3273 -0.5910 -1.6204
H -3.0544 -0.1320 -0.4975
H -3.7326 1.7638 -5.8264
H -3.2770 3.3025 -5.0766
H -1.7190 2.5774 -6.9230
H -0.9148 2.8560 -5.3742
H -1.5798 0.1873 -6.7083
H -0.0043 0.8063 -6.2152
H 0.4187 -1.2736 -5.0046
H 1.7558 -0.7476 -1.3653
H 3.0145 -0.2822 0.7205
H 4.0730 -2.1179 2.0311
H 4.1684 -4.4642 0.9681
```